{"formula": "C56H52BrF7NO12P2S", "method": "ωB97M-V/def2-TZVPD", "symbols": ["C", "C", "C", "O", "C", "P", "C", "C", "C", "C", "N", "C", "C", "C", "Br", "P", "O", "O", "O", "S", "O", "O", "C", "F", "F", "C", "F", "F", "C", "F", "F", "F", "H", "H", "H", "H", "H", "H", "H", "H", "H", "H", "H", "H", "H", "H", "H", "H", "H", "H", "H", "H", "H", "H", "H", "H", "H", "H", "H", "H", "C", "C", "C", "C", "C", "C", "C", "O", "C", "C", "C", "C", "C", "C", "C", "O", "H", "H", "H", "H", "H", "H", "H", "H", "C", "C", "C", "C", "C", "C", "C", "O", "C", "C", "C", "C", "C", "C", "C", "O", "H", "H", "H", "H", "H", "H", "H", "H", "C", "C", "C", "C", "C", "C", "C", "O", "C", "C", "C", "C", "C", "C", "C", "O", "H", "H", "H", "H", "H", "H", "H", "H"], "positions_angstrom": [[5.496870, -1.931935, -4.049767], [4.783480, -2.210943, -5.369654], [3.253072, -2.446333, -5.209571], [2.976716, -2.720852, -3.869066], [1.912161, -3.683519, -3.698896], [1.578531, -4.280082, -1.890264], [3.203499, -3.627503, -1.160446], [2.551006, -5.865520, -2.368034], [3.074711, -6.870232, -1.353832], [4.343913, -7.575234, -1.886722], [4.056650, -8.142173, -3.220763], [0.683216, -2.662311, -1.407953], [1.192256, -1.310911, -1.927676], [0.608184, -0.787983, -3.231921], [1.143357, 1.121726, -3.391151], [1.016761, -5.002227, 0.233628], [0.835078, -6.439344, 0.529409], [1.984576, -4.357531, 1.443647], [-0.430065, -4.368724, 0.734950], [-0.287310, -5.320971, -2.758108], [-0.343134, -6.677162, -2.277293], [-0.238849, -5.467111, -4.205816], [-2.036016, -4.713463, -2.484928], [-2.715183, -5.691592, -3.153175], [-2.576910, -4.866626, -1.284468], [-2.543726, -3.417299, -3.196803], [-3.507397, -3.701346, -4.064485], [-1.613203, -2.839402, -3.955972], [-3.195275, -2.328523, -2.265467], [-2.763594, -2.283390, -1.032099], [-4.498732, -2.505130, -2.225803], [-3.011951, -1.142357, -2.826495], [6.500430, -1.571837, -4.281350], [4.996817, -1.156088, -3.483401], [5.638156, -2.828395, -3.465591], [4.978788, -1.428038, -6.094144], [5.205152, -3.129950, -5.774049], [2.991631, -3.259816, -5.889063], [2.736869, -1.537399, -5.542476], [1.022705, -3.233880, -4.156453], [2.169640, -4.499155, -4.368088], [4.000396, -3.470081, -1.883996], [3.685430, -4.331103, -0.485175], [3.125420, -2.718699, -0.569864], [2.100841, -6.418413, -3.185047], [3.441497, -5.437499, -2.836932], [2.351581, -7.669010, -1.226205], [3.315950, -6.525401, -0.349461], [4.565500, -8.370321, -1.184655], [5.143560, -6.829696, -1.957045], [4.697040, -8.899828, -3.429378], [4.264149, -7.420818, -3.901572], [-0.410339, -2.669218, -1.461931], [0.914138, -2.573392, -0.346912], [2.269817, -1.222559, -1.986271], [0.924464, -0.561450, -1.183471], [-0.470868, -0.747235, -3.166764], [0.985376, -1.239857, -4.131889], [2.486176, -5.102249, 1.801993], [-0.722769, -4.915150, 1.476258], [4.067171, 2.205492, 5.391480], [3.304386, 2.650068, 6.467248], [2.146249, 1.980408, 6.820655], [1.738931, 0.867380, 6.093536], [2.492858, 0.435464, 5.001343], [3.662380, 1.101946, 4.660441], [2.049204, -0.728079, 4.178521], [2.710692, -1.100682, 3.235185], [0.775389, -1.406863, 4.542311], [0.313058, -2.456724, 3.757657], [-0.866113, -3.099051, 4.095668], [-1.582608, -2.706022, 5.221274], [-1.128671, -1.658978, 6.004080], [0.044960, -0.999315, 5.664543], [0.499889, 0.145005, 6.495303], [-0.126246, 0.495134, 7.477883], [4.977218, 2.725737, 5.121595], [3.616926, 3.519973, 7.030758], [1.558026, 2.325377, 7.660156], [4.251589, 0.758332, 3.821128], [0.861716, -2.780321, 2.878243], [-1.229297, -3.910878, 3.481244], [-2.500098, -3.216519, 5.484512], [-1.687833, -1.350030, 6.876741], [-0.505844, 5.742658, -8.964301], [-1.617301, 5.703659, -9.800677], [-2.769508, 5.053999, -9.394411], [-2.813457, 4.429789, -8.154188], [-1.690476, 4.449903, -7.325260], [-0.542066, 5.117132, -7.730412], [-1.701994, 3.746593, -6.010977], [-0.732148, 3.765231, -5.285784], [-2.931285, 3.010437, -5.612457], [-2.938808, 2.300149, -4.418767], [-4.078872, 1.619285, -4.028211], [-5.219759, 1.652422, -4.824398], [-5.215853, 2.354379, -6.017460], [-4.070199, 3.027985, -6.421380], [-4.067173, 3.748731, -7.722758], [-5.059239, 3.778759, -8.422894], [0.391653, 6.258593, -9.280374], [-1.582666, 6.183363, -10.770384], [-3.635699, 5.027153, -10.041317], [0.322685, 5.141902, -7.081395], [-2.051254, 2.276287, -3.799343], [-4.081549, 1.061110, -3.101576], [-6.111585, 1.124021, -4.513429], [-6.100642, 2.375658, -6.638770], [-4.909511, 7.919273, 10.144454], [-4.213894, 9.032462, 9.683171], [-3.202179, 8.881788, 8.751207], [-2.872583, 7.616147, 8.283449], [-3.555214, 6.497294, 8.763374], [-4.580796, 6.655427, 9.686487], [-3.185739, 5.126138, 8.309999], [-3.784125, 4.156171, 8.725607], [-2.063119, 4.978362, 7.344582], [-1.665275, 3.706568, 6.951329], [-0.631276, 3.556525, 6.044303], [0.006143, 4.675305, 5.517933], [-0.381856, 5.944987, 5.909389], [-1.410262, 6.102460, 6.829766], [-1.793064, 7.471646, 7.266841], [-1.237538, 8.450887, 6.812154], [-5.706416, 8.040001, 10.866870], [-4.464662, 10.018860, 10.051436], [-2.664201, 9.746643, 8.387815], [-5.117262, 5.788875, 10.048017], [-2.159879, 2.834451, 7.357049], [-0.321264, 2.568138, 5.744329], [0.810778, 4.553065, 4.803851], [0.116217, 6.815019, 5.503936]], "forces_ev_per_angstrom": [[0.4937, 0.4964, -0.6910], [-0.4031, -0.6924, 0.4274], [1.1361, 0.6745, -0.4143], [-0.2591, -0.5278, 0.6323], [-0.0995, 0.7484, -0.9910], [3.4517, 2.3655, -0.4878], [0.6879, 0.1046, 0.4084], [0.1120, -0.5525, 0.3551], [0.2256, -1.0872, -0.2730], [-1.0400, 0.6676, -0.4283], [0.4271, -0.0990, 0.1550], [0.0395, 0.3315, 0.1240], [-0.0765, 0.4564, -0.4386], [0.1969, 0.6141, 0.7581], [-0.1254, -0.2515, -0.1529], [-1.5912, -1.1248, 2.3992], [0.8612, -0.7057, -0.0085], [-0.2018, -0.0358, -0.7623], [0.3677, 1.1066, -0.5903], [0.0671, -2.6161, -1.6199], [-0.2929, -0.2612, 2.1768], [-0.0259, 1.9855, -0.7994], [-2.0262, -1.2527, -1.4215], [0.2558, -0.4443, -0.8936], [0.5634, 1.0266, 1.6092], [-0.1124, 0.5572, 0.4465], [-0.9701, -0.5635, -0.4559], [1.2260, 0.3255, 0.3026], [0.0130, -0.2574, -0.6073], [0.7461, 0.0083, 0.8285], [-1.1440, -0.4873, 0.2318], [0.4801, 0.9530, -0.3223], [0.1200, 0.1018, 0.0329], [-0.1269, -0.0129, 0.2953], [-0.3084, -0.1714, 0.3141], [-0.0598, 0.2158, -0.1109], [0.1644, -0.0499, -0.1797], [-0.3895, -0.1393, 0.1563], [-0.2879, -0.0381, 0.0480], [-0.2461, -0.1913, 0.2723], [-0.2017, -0.4325, 0.1144], [-0.3834, 0.2177, -0.5137], [-0.3548, -0.3610, 0.1649], [-0.1908, 0.1581, -0.0155], [-0.4810, -0.1076, 0.0386], [-0.0528, 0.5844, 0.0578], [-0.3474, 0.0762, 0.1818], [-0.1307, 0.4612, -0.0212], [0.4156, -0.1435, 0.0192], [0.3155, -0.1830, 0.3102], [0.0127, 0.0113, 0.0432], [-0.2091, -0.0914, -0.1714], [0.0447, -0.2444, -0.0726], [-0.2037, -0.2732, 0.2373], [0.2678, -0.4362, -0.0602], [-0.2158, 0.0027, 0.2039], [-0.1183, -0.1027, -0.3577], [-0.1115, -0.1757, -0.1470], [-0.0349, 0.0442, -0.0275], [0.0752, -0.2530, -0.2695], [-0.0459, 0.0187, 0.0470], [0.0399, -0.0230, -0.0496], [0.1508, 0.1032, 0.1035], [0.0801, -0.0666, -0.0927], [-0.1186, 0.0281, 0.1155], [0.1508, 0.1213, -0.0284], [0.1015, -0.1670, -0.2643], [0.0296, 0.0433, 0.0234], [-0.0973, 0.0694, 0.1402], [0.0256, -0.1413, -0.2678], [-0.0437, 0.0603, 0.1501], [0.0342, -0.0442, -0.0777], [-0.1616, -0.0837, 0.0310], [0.1642, 0.0203, -0.1104], [-0.1679, -0.0232, 0.2574], [0.0057, 0.0605, -0.0409], [-0.0036, -0.0016, -0.0024], [-0.0017, -0.0054, 0.0027], [-0.0870, -0.1263, -0.0136], [-0.1058, -0.0922, -0.0330], [0.0830, 0.1037, 0.1180], [-0.0011, 0.0078, -0.0155], [0.0015, 0.0040, -0.0029], [0.0832, 0.0981, 0.0147], [-0.0585, -0.0023, -0.0421], [0.0500, 0.0055, 0.0516], [0.0332, 0.0954, -0.1541], [0.0967, -0.0397, 0.1181], [-0.1480, -0.0299, -0.0643], [0.1423, 0.0937, -0.0842], [0.2034, -0.0770, 0.2374], [0.0632, 0.1317, -0.0376], [-0.1280, -0.0083, -0.1339], [0.0157, -0.0808, 0.1714], [-0.0966, 0.0318, -0.0237], [0.0714, 0.0190, 0.0302], [-0.1317, -0.1103, 0.0774], [0.1456, 0.0537, 0.0183], [-0.2619, -0.0405, -0.1325], [0.0227, 0.0215, -0.0099], [-0.0007, -0.0053, 0.0000], [-0.0011, 0.0044, 0.0055], [-0.0701, -0.0593, 0.1016], [-0.0637, -0.0956, 0.0854], [0.0700, 0.0638, -0.0985], [0.0011, 0.0217, -0.0312], [0.0069, -0.0099, -0.0009], [0.0694, 0.0613, -0.0928], [0.0358, 0.0511, -0.0188], [-0.0345, -0.0571, 0.0137], [-0.0659, 0.1533, 0.0781], [-0.0384, -0.1427, 0.0359], [0.0973, 0.0904, -0.0764], [-0.1216, 0.0530, 0.1258], [-0.1171, -0.2735, 0.0641], [-0.0112, 0.0309, 0.0122], [0.0744, 0.1589, -0.0186], [0.0111, -0.1492, -0.0347], [-0.0493, 0.1561, -0.0675], [-0.0303, -0.0488, 0.0201], [0.1405, -0.0465, -0.0947], [-0.1224, -0.0705, 0.1051], [0.1733, 0.2088, -0.1461], [-0.0132, 0.0023, 0.0297], [0.0026, -0.0010, -0.0022], [-0.0062, -0.0023, -0.0078], [0.0615, -0.0811, -0.0923], [0.0877, -0.0796, -0.0687], [-0.0510, 0.0599, 0.0557], [-0.0359, -0.0109, -0.0300], [-0.0030, -0.0142, 0.0048], [-0.0754, 0.0753, 0.0766]], "lowdin_charge": [-0.108, -0.209, -0.236, -0.240, -0.291, 0.588, -0.209, -0.318, -0.261, -0.281, -0.008, -0.302, -0.329, -0.552, 0.607, 0.504, -0.344, -0.219, -0.220, 0.636, -0.335, -0.347, -0.481, 0.059, 0.119, -0.379, 0.157, 0.137, -0.589, 0.197, 0.186, 0.161, 0.065, 0.074, 0.059, 0.095, 0.096, 0.118, 0.114, 0.072, 0.079, 0.035, 0.029, 0.045, 0.073, 0.073, 0.103, 0.081, 0.101, 0.100, 0.052, 0.057, 0.064, 0.053, 0.084, 0.091, 0.033, 0.022, 0.063, 0.050, -0.059, -0.062, -0.026, -0.097, -0.076, 0.000, -0.275, 0.123, -0.073, 0.019, -0.038, -0.054, -0.008, -0.088, -0.293, 0.090, 0.106, 0.107, 0.121, 0.122, 0.098, 0.100, 0.107, 0.118, -0.062, -0.065, -0.007, -0.082, -0.079, -0.002, -0.276, 0.094, -0.079, 0.010, -0.051, -0.051, -0.005, -0.086, -0.278, 0.098, 0.105, 0.104, 0.118, 0.121, 0.108, 0.098, 0.108, 0.118, -0.062, -0.062, -0.005, -0.083, -0.081, -0.004, -0.277, 0.109, -0.080, 0.016, -0.050, -0.045, -0.001, -0.086, -0.278, 0.102, 0.105, 0.105, 0.119, 0.120, 0.123, 0.092, 0.112, 0.120], "e_homo_ev": -5.7, "lumo_ev": 0.137, "charge": -1, "orbital_gap_ev": 5.85}